The following is a quantum chemistry calculation of a cluster of 2 separate species, C24H46N2O5P2S in total in a non-equilibrium geometry, from OMol25.

The geometry in ORCA input format:
```
! RIJCOSX wB97M-V def2-TZVPD def2/J DEFGRID3
* xyz 0 1
C -2.179 1.172 3.838
C -1.522 0.160 3.257
P 0.375 0.177 2.855
C 0.414 -1.633 3.651
N 0.173 -2.698 2.665
C 1.193 -3.750 2.697
O 2.096 0.212 2.926
C 2.814 0.484 1.749
C 3.472 -0.789 1.185
C 4.494 -0.451 0.076
C 5.708 0.344 0.577
O 0.154 1.794 2.276
C -0.484 1.714 0.995
P 0.339 3.124 0.102
S -0.518 3.624 -1.581
C -0.441 0.304 0.325
C 0.437 0.160 -0.940
C 0.930 -1.281 -1.221
C 0.564 -1.804 -2.656
C -0.474 -2.957 -2.622
C -1.651 -2.812 -3.636
C -1.777 -0.436 0.054
C -3.018 0.431 -0.244
C -3.313 0.590 -1.761
O -3.432 -0.431 -2.418
N -3.490 1.884 -2.272
C -2.780 2.193 -3.484
C -3.108 3.387 -4.104
C -2.460 3.762 -5.246
C -1.460 2.997 -5.808
C -1.139 1.804 -5.200
C -1.803 1.422 -4.061
O 0.243 -0.509 1.326
H -3.266 1.129 3.944
H -1.669 2.056 4.230
H -2.139 -0.727 3.059
H 0.467 0.825 4.194
H -0.384 -1.670 4.428
H 1.418 -1.759 4.071
H -0.756 -3.082 2.762
H 1.203 -4.232 1.708
H 0.979 -4.514 3.464
H 2.192 -3.334 2.847
H 3.659 1.130 2.039
H 2.276 1.035 0.973
H 4.065 -1.190 2.025
H 2.730 -1.530 0.879
H 3.960 0.183 -0.650
H 4.877 -1.356 -0.409
H 6.203 -0.116 1.443
H 5.414 1.347 0.912
H 6.460 0.505 -0.204
H -1.464 2.169 1.200
H 0.312 4.176 1.043
H 1.690 2.806 -0.158
H -0.171 0.464 -1.803
H 1.314 0.819 -0.953
H 2.021 -1.311 -1.152
H 0.549 -2.031 -0.522
H 0.272 -0.983 -3.321
H 1.478 -2.235 -3.087
H -0.909 -3.114 -1.629
H 0.048 -3.890 -2.869
H -1.755 -3.738 -4.215
H -2.584 -2.737 -3.069
H -1.568 -1.951 -4.302
H -1.995 -1.017 0.953
H -1.716 -1.178 -0.750
H -3.041 1.403 0.261
H -3.894 -0.119 0.127
H -3.232 2.546 -1.543
H -3.888 4.019 -3.688
H -2.720 4.688 -5.756
H -0.937 3.311 -6.706
H -0.360 1.181 -5.629
H -1.521 0.468 -3.627
O -0.520 0.020 6.680
H -1.000 -0.714 7.105
H -0.897 0.221 5.769
H 0.442 -0.161 6.618
*
```

Summary:
Frontier orbital gap in Eh: 0.21520
E in eV: -68259.5758